{"formula": "C55H103O26P", "method": "ωB97M-V with the def2-TZVPD basis set", "species": ["C", "C", "C", "C", "C", "C", "O", "O", "H", "H", "H", "H", "H", "H", "C", "C", "C", "C", "C", "C", "O", "O", "H", "H", "H", "H", "H", "H", "C", "C", "C", "C", "C", "C", "O", "O", "H", "H", "H", "H", "H", "H", "C", "C", "C", "C", "C", "C", "O", "O", "H", "H", "H", "H", "H", "H", "C", "O", "P", "O", "O", "C", "O", "C", "H", "H", "H", "H", "H", "H", "H", "H", "H", "C", "O", "C", "C", "O", "C", "H", "H", "H", "H", "H", "H", "H", "H", "H", "H", "C", "O", "C", "C", "O", "C", "H", "H", "H", "H", "H", "H", "H", "H", "H", "H", "C", "O", "C", "C", "O", "C", "H", "H", "H", "H", "H", "H", "H", "H", "H", "H", "C", "O", "C", "C", "O", "C", "H", "H", "H", "H", "H", "H", "H", "H", "H", "H", "C", "O", "C", "C", "O", "C", "H", "H", "H", "H", "H", "H", "H", "H", "H", "H", "C", "O", "C", "C", "O", "C", "H", "H", "H", "H", "H", "H", "H", "H", "H", "H", "C", "O", "C", "C", "O", "C", "H", "H", "H", "H", "H", "H", "H", "H", "H", "H"], "xyz": [[0.5288, -8.8501, -0.6706], [1.2209, -8.7466, -1.8731], [1.6646, -9.8613, -2.5092], [1.4725, -11.1721, -1.9138], [0.9304, -11.2649, -0.5978], [0.4417, -10.1075, -0.0104], [-0.2558, -10.1355, 1.1762], [2.2550, -9.8266, -3.7085], [0.1822, -7.9400, -0.2036], [1.4510, -7.7836, -2.3043], [1.8166, -12.1006, -2.3448], [1.0148, -12.0987, 0.0834], [-0.4959, -9.2943, 1.5715], [2.0657, -10.6289, -4.2004], [2.0527, 1.3551, -0.4689], [2.3810, 0.0183, -0.8905], [1.5525, -0.6823, -1.7035], [0.3633, -0.1361, -2.2154], [-0.0679, 1.0860, -1.6615], [0.7984, 1.8226, -0.8675], [0.3603, 3.0698, -0.4610], [1.9560, -1.8373, -2.2181], [2.7870, 1.8923, 0.1131], [3.3134, -0.4900, -0.6939], [-0.3111, -0.6036, -2.9175], [-1.0317, 1.4795, -1.9492], [0.9380, 3.5131, 0.1646], [2.8946, -2.0107, -2.3207], [7.6408, -6.3185, -1.5725], [8.4172, -7.4155, -1.1662], [9.5613, -7.7337, -1.8707], [9.8661, -7.0985, -3.0920], [8.9840, -6.1299, -3.5558], [7.9276, -5.6859, -2.7272], [7.1749, -4.6580, -3.1081], [10.4637, -8.7438, -1.4874], [6.7235, -6.0482, -1.0707], [8.1217, -7.9354, -0.2669], [10.7036, -7.3074, -3.7411], [9.0738, -5.6169, -4.5019], [7.5399, -4.2507, -3.8970], [10.3135, -8.9383, -0.5594], [-6.5344, -4.1475, -5.1279], [-7.1301, -5.0212, -5.9746], [-8.4898, -4.8119, -6.4305], [-9.1531, -3.6307, -6.0317], [-8.4916, -2.7223, -5.2169], [-7.1551, -2.9596, -4.7730], [-6.5354, -2.1424, -3.9377], [-9.1021, -5.6552, -7.2786], [-5.5321, -4.3309, -4.7698], [-6.6016, -5.9304, -6.2202], [-10.1357, -3.3307, -6.3646], [-8.9186, -1.7973, -4.8585], [-7.1893, -1.4747, -3.7181], [-9.9642, -5.4012, -7.6159], [-2.7554, -5.4690, 7.5375], [-3.0311, -4.3886, 6.6266], [-2.5099, -4.5001, 5.0549], [-2.2673, -5.9394, 4.6563], [-3.6920, -3.7637, 4.2475], [-3.9843, -3.9340, 2.8998], [-1.2953, -3.3978, 4.8943], [-0.5372, -3.1452, 3.7242], [-2.3320, -4.9485, 8.3965], [-1.9969, -6.1478, 7.1477], [-3.6627, -5.9757, 7.8664], [-5.0500, -3.9385, 2.6710], [-3.4820, -4.7740, 2.4200], [-3.4869, -3.0473, 2.5066], [-0.7972, -2.1289, 3.4282], [-0.7145, -3.8646, 2.9248], [0.5326, -3.2452, 3.9077], [-4.6646, 2.8293, 9.7394], [-3.5110, 2.0549, 10.0755], [-2.3071, 2.2445, 9.4031], [-2.3074, 1.8970, 7.9462], [-3.1161, 2.8233, 7.1945], [-3.3828, 2.5312, 5.8517], [-5.0652, 2.2384, 8.9157], [-4.5510, 3.8990, 9.5634], [-5.5593, 2.6635, 10.3395], [-1.6302, 1.5374, 9.8827], [-1.9345, 3.2562, 9.5634], [-2.7139, 0.8869, 7.8949], [-1.3223, 1.9612, 7.4840], [-4.4087, 2.7715, 5.5727], [-3.2331, 1.4831, 5.5924], [-2.7039, 3.0142, 5.1489], [7.8953, 4.1336, -8.8331], [7.1912, 2.8986, -8.9173], [5.8029, 3.0396, -8.7927], [5.0785, 1.6996, -9.0948], [5.4436, 0.7129, -8.1255], [4.5848, -0.3643, -8.1598], [8.9214, 3.7721, -8.9001], [7.8060, 4.7697, -7.9525], [7.7095, 4.7585, -9.7067], [5.2436, 3.7686, -9.3790], [5.5496, 3.2023, -7.7451], [5.1038, 1.4402, -10.1532], [4.0346, 1.9786, -8.9511], [3.5710, -0.1772, -7.8057], [5.0028, -1.1028, -7.4758], [4.5010, -0.7099, -9.1902], [-4.2238, 1.0945, -8.0627], [-4.7393, 2.4612, -8.1358], [-5.0103, 3.0029, -6.8395], [-6.4363, 3.6837, -6.7411], [-7.5242, 2.7799, -6.4812], [-8.7449, 3.1236, -6.8610], [-3.3018, 1.0925, -7.4813], [-3.9070, 0.7129, -9.0334], [-4.9187, 0.4070, -7.5803], [-4.3335, 3.8136, -6.5696], [-4.8798, 2.2147, -6.0980], [-6.5437, 4.1143, -7.7367], [-6.3511, 4.5042, -6.0286], [-9.2325, 3.7200, -6.0899], [-9.4367, 2.2834, -6.9200], [-8.7886, 3.7189, -7.7730], [4.7315, 3.3273, 4.8066], [4.4239, 4.5059, 4.1332], [3.1783, 5.1176, 4.5080], [3.1802, 6.4520, 3.9124], [2.8186, 6.3730, 2.5236], [3.1013, 7.3818, 1.6343], [3.9349, 2.6357, 5.0808], [5.3121, 3.5843, 5.6926], [5.4268, 2.7572, 4.1904], [2.9667, 5.1716, 5.5759], [2.3414, 4.5584, 4.0897], [4.1681, 6.9097, 3.9643], [2.4954, 7.1123, 4.4445], [2.5954, 8.3381, 1.7670], [2.9148, 7.1099, 0.5953], [4.1891, 7.4042, 1.6989], [11.5745, -4.3395, 2.2996], [11.5660, -2.9625, 1.8674], [10.4159, -2.8512, 0.9413], [10.3672, -1.4726, 0.3308], [10.3296, -0.5037, 1.4300], [10.0200, 0.7930, 0.8237], [10.7909, -4.6623, 2.9850], [12.5166, -4.4292, 2.8405], [11.5874, -5.0685, 1.4894], [9.5145, -3.1300, 1.4870], [10.5325, -3.5222, 0.0902], [9.4128, -1.2730, -0.1564], [11.2364, -1.1985, -0.2672], [10.1621, 1.5127, 1.6298], [8.9547, 0.9519, 0.6564], [10.6359, 1.0656, -0.0333], [-7.9515, 2.9285, 0.1018], [-8.1497, 1.5456, 0.2570], [-9.3386, 0.9514, 0.7159], [-9.3419, 0.9092, 2.2748], [-8.1459, 0.3951, 2.8414], [-8.0690, 0.2525, 4.2949], [-6.9300, 3.0510, -0.2581], [-8.1198, 3.3061, 1.1103], [-8.5126, 3.4534, -0.6713], [-9.4051, 0.0133, 0.1649], [-10.1863, 1.5475, 0.3779], [-10.2411, 0.3413, 2.5133], [-9.5947, 1.8913, 2.6745], [-7.1317, -0.1684, 4.6590], [-8.8357, -0.4548, 4.6110], [-8.1577, 1.2252, 4.7786], [-2.5585, 8.8350, 3.2423], [-2.9451, 10.2338, 3.2726], [-2.2349, 11.1222, 4.1040], [-2.2287, 10.8267, 5.6277], [-1.4919, 9.7034, 6.0606], [-1.7506, 9.0883, 7.2909], [-2.2662, 8.3399, 4.1684], [-1.6107, 8.8956, 2.7074], [-3.1718, 8.2300, 2.5745], [-2.4378, 12.1930, 4.0830], [-1.2297, 11.0626, 3.6867], [-3.3004, 10.7289, 5.8004], [-1.9851, 11.7660, 6.1242], [-1.4076, 9.6752, 8.1429], [-1.2970, 8.0975, 7.3171], [-2.8210, 8.9059, 7.3861]], "forces_ev_per_a": [[0.9, -1.3, 0.1], [-0.2, 0.8, 0.5], [-0.8, -4.3, 1.1], [-0.3, 1.7, 1.9], [0.6, 1.1, -0.7], [-1.1, 2.8, -0.4], [0.3, -1.5, 0.3], [0.7, 0.9, -1.5], [-0.2, -0.1, 0.2], [-0.2, 0.1, -0.1], [0.3, 0.2, -0.4], [-0.3, -0.6, -0.6], [0.3, 0.3, -0.5], [0.1, -0.1, 0.1], [-0.2, -2.5, -1.1], [0.0, 2.2, 0.9], [-0.6, 1.1, -1.5], [-0.6, 1.2, 1.8], [0.7, -1.0, -0.9], [0.8, 1.1, 1.3], [-0.6, -0.1, -0.4], [-0.3, -2.7, -1.1], [-0.3, 0.3, 0.1], [0.3, 0.4, 0.5], [0.4, -0.5, 0.0], [0.0, 0.2, 0.1], [0.3, -0.3, 0.0], [0.1, 0.6, 0.4], [-0.4, -1.3, 0.9], [0.1, 0.7, 0.0], [1.3, -0.9, -0.6], [-1.2, 0.6, -0.2], [-0.3, 0.2, 1.3], [1.7, -0.7, -1.5], [-1.2, 1.4, -0.3], [-0.8, 0.8, -0.2], [0.1, 0.0, 0.3], [0.2, -0.2, 0.1], [0.2, -0.5, 0.4], [0.4, -0.1, -0.2], [0.0, 0.0, -0.1], [0.0, -0.1, 0.1], [0.5, 1.1, 0.3], [-2.7, -1.1, -1.2], [0.7, 2.0, 0.9], [1.2, -0.1, 0.2], [2.1, -0.3, 0.7], [-2.5, -1.6, -1.3], [0.5, 1.3, 0.9], [0.6, -1.7, -0.6], [0.1, -0.1, 0.1], [-0.2, -0.1, -0.3], [-0.2, -0.5, -0.2], [-0.5, 0.1, -0.2], [0.3, 0.5, 0.4], [0.1, 0.5, 0.4], [0.8, 0.7, 0.5], [0.7, 0.4, -2.9], [-0.4, -1.3, 0.1], [0.1, 2.8, 0.4], [0.2, -1.0, 2.9], [1.2, 0.8, -1.6], [-1.3, -1.8, 1.6], [0.0, -0.2, -0.5], [0.0, -0.3, 0.2], [-0.3, -0.1, -0.1], [0.0, 0.0, -0.5], [0.1, 0.0, 0.4], [-0.2, -0.4, 0.4], [-0.6, 0.1, -1.0], [0.2, -0.1, -0.3], [-0.5, 0.1, -0.1], [-0.1, 0.2, 0.5], [-0.6, -1.6, -1.4], [-0.9, 0.2, 1.5], [0.3, 0.6, 0.0], [-0.8, 0.5, -1.2], [-0.3, 0.1, 0.8], [0.4, -0.8, -0.6], [0.0, 1.1, -1.2], [0.4, -0.2, -0.2], [0.8, 0.1, 1.6], [0.2, 0.1, 0.0], [0.1, 0.3, 0.0], [0.0, -0.2, -0.5], [0.4, -0.4, 0.4], [0.0, 0.2, 0.3], [-0.2, -0.4, 0.4], [0.1, 0.6, 0.1], [1.0, -0.8, -0.9], [-0.6, 1.2, -0.1], [-1.0, -2.3, 0.7], [0.1, 1.4, 1.1], [0.3, 1.6, -0.9], [-0.2, -0.9, 0.1], [0.2, 0.5, 0.1], [-0.5, -0.5, 0.4], [-0.2, 0.1, -0.2], [0.7, 0.6, -0.5], [0.1, 0.4, 0.3], [0.7, -0.7, 0.0], [-0.5, -0.1, 0.2], [-0.2, 0.5, 0.1], [0.0, -0.3, -0.3], [0.0, -0.6, 0.0], [0.3, 1.0, 0.4], [0.1, -1.0, 0.3], [-1.5, -0.1, 0.2], [0.8, -1.1, -0.9], [4.3, -1.2, 0.7], [-3.1, 1.6, -0.1], [0.1, 0.1, 0.3], [-0.6, 0.4, -0.2], [-0.3, 0.1, -0.1], [0.4, 0.0, -0.3], [-0.2, 0.0, 0.2], [-0.4, 0.2, -0.1], [-0.4, -0.1, 0.4], [-0.2, 0.6, 0.2], [0.4, -0.5, -0.4], [0.0, -0.1, -0.4], [1.3, -0.5, 0.3], [-1.3, 0.3, 0.1], [0.4, -1.2, -0.5], [-0.1, 2.1, -1.6], [-2.0, -2.0, 0.9], [1.7, 0.3, -0.2], [-0.5, 0.4, -0.1], [-0.2, -0.1, 0.5], [-0.1, 0.0, -0.2], [0.6, 0.0, 0.3], [-0.1, -0.3, -0.2], [0.3, 0.0, 0.2], [-0.3, 0.1, 0.0], [0.1, 0.2, 0.6], [-0.4, -0.6, 0.2], [0.4, 1.3, -0.3], [1.4, 0.6, 0.4], [-2.1, -1.5, -1.3], [1.4, 0.5, 0.3], [-0.5, 1.3, 2.5], [-0.2, 1.0, -1.9], [0.0, -0.3, 2.2], [-0.5, 0.6, 0.0], [0.0, -0.2, 0.0], [0.0, 0.2, -0.4], [-0.2, 0.3, 0.0], [0.1, -0.5, 0.1], [0.1, -0.7, -0.8], [0.0, -0.5, -0.3], [0.6, 0.1, 0.0], [-0.2, -0.7, -0.7], [0.0, -0.3, -0.1], [-0.1, -0.5, 0.8], [0.9, -1.0, -1.6], [0.9, 1.3, 0.6], [-0.6, -0.4, -0.2], [0.5, -0.3, 0.4], [-0.9, 0.2, -1.2], [0.2, -0.1, 0.6], [0.2, 1.1, -0.2], [-0.9, -0.3, 0.1], [0.1, -0.4, 0.7], [-0.4, 0.1, 0.2], [0.0, -0.6, 0.4], [0.4, 0.5, 0.0], [0.3, 0.0, -0.9], [-0.3, 0.2, 0.2], [-0.4, 0.1, 0.0], [2.1, 1.3, -0.8], [-2.4, -0.2, 0.6], [2.6, -1.7, 0.8], [-1.2, 0.0, -0.5], [0.8, 0.2, -1.2], [-0.9, 0.1, 0.1], [-0.8, 0.3, 0.3], [0.5, -0.4, -0.2], [-0.6, 0.5, 0.5], [-1.2, -0.2, -0.8], [0.8, 0.2, 0.4], [-0.4, -0.5, 0.6], [0.6, 0.0, 0.3], [0.1, 0.1, 0.1], [0.3, 0.2, -0.2], [-0.3, 0.1, 0.2]], "smiles": "COP(=O)(OC)OC.Oc1ccc(O)cc1.Oc1ccc(O)cc1.Oc1ccc(O)cc1.Oc1ccc(O)cc1.COCCOC.COCCOC.COCCOC.COCCOC.COCCOC.COCCOC.COCCOC", "e_tot_ev": -121214.58501, "homo_lumo_gap_ev": 7.76, "homo_energy_ha": -0.282}